Below is a structure of composition C36H57BN8O2S3Tl in a non-equilibrium geometry, with properties calculated with ωB97M-V/def2-TZVPD.

Net charge   -1

Positions of all 108 atoms, in Å:
Tl  0.3434  -2.0730  -3.7578
C  3.7312  2.5365  -2.3462
C  2.4930  2.5604  -1.5153
C  2.2952  3.5032  -0.5440
C  1.0909  3.4519  0.1891
N  0.2143  2.5144  -0.0303
N  0.4064  1.5527  -0.9153
B  -0.5940  0.3590  -0.6038
N  -2.0209  0.8202  -1.0611
N  -2.5938  1.5595  -0.1225
C  -3.6990  2.2080  -0.3311
C  -4.3227  2.2004  -1.6046
C  -3.8041  1.3972  -2.5682
C  -4.4290  1.2932  -3.9199
C  -2.6230  0.6262  -2.2701
S  -2.0962  -0.4407  -3.4333
C  -4.3505  2.9559  0.8147
C  -5.7657  2.3881  1.0119
C  -4.4448  4.4527  0.4818
C  -3.5506  2.7497  2.0986
N  -0.4622  -0.0535  0.7824
N  -0.7246  0.0235  2.0527
C  -0.6784  -1.0161  2.8291
C  -0.4731  -2.3915  2.4479
C  -0.5275  -3.0395  1.2647
C  -0.3304  -4.5305  1.2920
C  -0.7576  -2.3972  -0.0874
S  -0.1361  -3.5281  -1.3869
C  -0.9328  -0.7425  4.3104
C  -1.1967  0.7465  4.5338
C  0.2794  -1.1443  5.1623
C  -2.1645  -1.5307  4.7796
C  1.5022  1.5433  -1.7229
S  1.7722  0.4267  -2.9543
C  0.7082  4.4205  1.2933
C  0.4625  3.5979  2.5642
C  -0.5961  5.1041  0.8694
C  1.7811  5.4762  1.5594
H  4.3686  3.3895  -2.1209
H  3.4573  2.5334  -3.3991
H  4.2747  1.6120  -2.1619
H  3.0415  4.2610  -0.3516
H  -5.1921  2.8119  -1.7996
H  -5.1462  2.0976  -4.0811
H  -4.9358  0.3325  -4.0122
H  -3.6566  1.3181  -4.6868
H  -6.4033  2.5954  0.1555
H  -6.2271  2.8278  1.8943
H  -5.7177  1.3105  1.1476
H  -5.0467  4.6250  -0.4079
H  -3.4566  4.8684  0.3068
H  -4.9034  4.9949  1.3072
H  -3.4996  1.6888  2.3239
H  -4.0186  3.2723  2.9315
H  -2.5343  3.1057  1.9726
H  -0.3000  -3.0456  3.2988
H  -0.3910  -4.9097  2.3124
H  0.6376  -4.7927  0.8687
H  -1.0836  -5.0099  0.6723
H  -0.3331  1.3291  4.2300
H  -1.4059  0.9360  5.5860
H  -2.0409  1.0716  3.9373
H  1.1623  -0.5928  4.8463
H  0.4976  -2.2070  5.0825
H  0.0865  -0.9179  6.2109
H  -3.0473  -1.1981  4.2392
H  -2.3325  -1.3777  5.8457
H  -2.0440  -2.5970  4.6034
H  -0.2111  2.7770  2.3327
H  0.0314  4.2168  3.3502
H  1.3982  3.1781  2.9287
H  -1.2992  4.3351  0.5644
H  -0.4250  5.7738  0.0291
H  -1.0181  5.6767  1.6924
H  2.7150  5.0159  1.8758
H  1.4497  6.1404  2.3557
H  1.9690  6.0807  0.6744
C  2.4737  -5.6928  -2.5285
N  3.7025  -5.0490  -2.9404
C  4.9196  -5.5711  -2.3698
C  6.1185  -5.1199  -3.1924
C  6.0674  -3.6046  -3.3072
N  4.8041  -3.2123  -3.8741
C  4.7270  -1.8697  -4.3951
C  3.6373  -3.9049  -3.6721
O  2.5940  -3.5336  -4.1952
H  2.5006  -5.8830  -1.4543
H  2.3299  -6.6356  -3.0625
H  1.6348  -5.0279  -2.7278
H  4.8506  -6.6656  -2.3668
H  5.0341  -5.2383  -1.3266
H  6.0601  -5.5541  -4.1919
H  7.0468  -5.4430  -2.7222
H  6.8605  -3.2451  -3.9731
H  6.2209  -3.1413  -2.3201
H  5.1038  -1.1552  -3.6593
H  3.6833  -1.6407  -4.6009
H  5.3102  -1.7790  -5.3147
C  -3.0313  -1.9372  0.6252
O  -2.1367  -2.2122  -0.4126
C  -0.0032  -1.0509  -0.1404
C  1.5042  -1.2865  -0.0761
H  -3.0220  -2.7287  1.3846
H  -4.0163  -1.9011  0.1564
H  -2.8303  -0.9756  1.1113
H  1.7352  -1.9818  0.7314
H  2.0298  -0.3506  0.1082
H  1.8654  -1.7166  -1.0103

Forces on atoms 1 to 6 (eV/Å):
-0.396 -0.255 0.134
-0.056 0.137 0.070
0.098 0.547 0.479
-0.146 -0.537 -0.389
0.092 -0.059 -0.186
-0.133 0.383 0.479

Atomic partial charges in e from the Löwdin method, atoms 1 to 99: atom 1 (Tl): 0.503, atom 2 (C): -0.104, atom 3 (C): -0.262, atom 4 (C): 0.056, atom 5 (C): -0.214, atom 6 (N): 0.170, atom 7 (N): 0.072, atom 8 (B): -0.627, atom 9 (N): 0.065, atom 10 (N): 0.174, atom 11 (C): -0.227, atom 12 (C): 0.039, atom 13 (C): -0.266, atom 14 (C): -0.104, atom 15 (C): -0.628, atom 16 (S): 0.610, atom 17 (C): -0.541, atom 18 (C): -0.045, atom 19 (C): -0.038, atom 20 (C): -0.051, atom 21 (N): 0.062, atom 22 (N): 0.148, atom 23 (C): -0.237, atom 24 (C): -0.013, atom 25 (C): -0.267, atom 26 (C): -0.121, atom 27 (C): -0.715, atom 28 (S): 0.522, atom 29 (C): -0.549, atom 30 (C): -0.067, atom 31 (C): -0.056, atom 32 (C): -0.051, atom 33 (C): -0.626, atom 34 (S): 0.603, atom 35 (C): -0.538, atom 36 (C): -0.048, atom 37 (C): -0.049, atom 38 (C): -0.066, atom 39 (H): 0.073, atom 40 (H): 0.060, atom 41 (H): 0.071, atom 42 (H): 0.109, atom 43 (H): 0.113, atom 44 (H): 0.073, atom 45 (H): 0.081, atom 46 (H): 0.052, atom 47 (H): 0.072, atom 48 (H): 0.081, atom 49 (H): 0.089, atom 50 (H): 0.073, atom 51 (H): 0.068, atom 52 (H): 0.083, atom 53 (H): 0.071, atom 54 (H): 0.087, atom 55 (H): 0.061, atom 56 (H): 0.095, atom 57 (H): 0.069, atom 58 (H): 0.049, atom 59 (H): 0.060, atom 60 (H): 0.063, atom 61 (H): 0.079, atom 62 (H): 0.056, atom 63 (H): 0.084, atom 64 (H): 0.069, atom 65 (H): 0.075, atom 66 (H): 0.082, atom 67 (H): 0.075, atom 68 (H): 0.073, atom 69 (H): 0.053, atom 70 (H): 0.085, atom 71 (H): 0.088, atom 72 (H): 0.050, atom 73 (H): 0.087, atom 74 (H): 0.086, atom 75 (H): 0.081, atom 76 (H): 0.082, atom 77 (H): 0.079, atom 78 (C): -0.045, atom 79 (N): -0.084, atom 80 (C): -0.174, atom 81 (C): -0.157, atom 82 (C): -0.180, atom 83 (N): -0.094, atom 84 (C): -0.039, atom 85 (C): -0.483, atom 86 (O): -0.135, atom 87 (H): 0.090, atom 88 (H): 0.091, atom 89 (H): 0.021, atom 90 (H): 0.122, atom 91 (H): 0.129, atom 92 (H): 0.119, atom 93 (H): 0.110, atom 94 (H): 0.120, atom 95 (H): 0.128, atom 96 (H): 0.088, atom 97 (H): 0.068, atom 98 (H): 0.088, atom 99 (C): -0.102

---

Below is a cluster of 14 separate species, H30NO13 in total in a non-equilibrium geometry, with properties calculated with ωB97M-V/def2-TZVPD.

Energy above the lowest of the compared OMol25 structures with the same formula, charge and spin   3.406 eV
Net charge   +1

Positions of all 44 atoms, in Å:
N  16.0220  -16.3340  -4.9900
H  15.9910  -16.7200  -5.9170
H  16.2360  -15.3740  -4.9650
H  16.6660  -16.9020  -4.5330
H  15.1650  -16.5210  -4.5820
O  16.5000  -14.2710  -2.6920
H  16.6920  -13.6120  -3.3840
H  16.1400  -13.7180  -1.9830
O  12.7830  -17.7780  -4.8130
H  12.7510  -18.6130  -5.2400
H  12.4670  -17.9710  -3.9360
O  14.2990  -17.3680  -7.8420
H  14.8790  -16.9510  -8.5030
H  13.6370  -16.7240  -7.5800
O  15.5860  -18.2620  -2.5710
H  16.2010  -18.5460  -1.9410
H  15.0380  -17.6870  -2.0260
O  14.8620  -13.6490  -6.5970
H  15.4370  -13.8630  -7.3060
H  14.2890  -12.9950  -6.9650
O  15.2700  -19.2430  -5.6640
H  14.5390  -18.9820  -6.2470
H  14.9400  -19.4190  -4.7810
O  13.4170  -14.7380  -4.1700
H  13.7350  -13.8870  -3.9640
H  12.4830  -14.7270  -4.3000
O  17.4960  -14.7700  -7.5000
H  18.2440  -14.2030  -7.2900
H  17.3100  -14.5080  -8.4350
O  18.8110  -15.8800  -4.0070
H  19.2600  -15.9240  -4.8230
H  19.0630  -15.0070  -3.8140
O  16.9080  -12.7340  -4.8300
H  16.1520  -12.7330  -5.4360
H  17.6410  -12.8310  -5.4450
O  13.7680  -16.0630  -1.7270
H  13.5120  -15.6370  -0.9040
H  13.6620  -15.4510  -2.4530
O  17.5710  -18.1770  -7.1130
H  17.9240  -17.6420  -7.8170
H  16.8500  -18.6010  -7.5740
O  18.3590  -18.9590  -4.2450
H  18.0140  -19.0060  -5.1420
H  19.2980  -19.0110  -4.3050

Forces on atoms 1 to 6 (eV/Å):
0.043 -0.501 -1.727
-0.046 -0.057 -0.966
0.507 1.438 0.193
2.067 -1.051 1.665
-2.588 -0.259 1.228
-0.399 0.489 0.146

Need the Löwdin charges? In units of e they are: atom 1 (N): 0.376, atom 2 (H): 0.084, atom 3 (H): 0.072, atom 4 (H): 0.066, atom 5 (H): 0.065, atom 6 (O): -0.071, atom 7 (H): -0.026, atom 8 (H): 0.052, atom 9 (O): -0.024, atom 10 (H): 0.017, atom 11 (H): 0.049, atom 12 (O): -0.038, atom 13 (H): 0.054, atom 14 (H): 0.047, atom 15 (O): -0.023, atom 16 (H): 0.020, atom 17 (H): 0.009, atom 18 (O): -0.019, atom 19 (H): 0.001, atom 20 (H): 0.060, atom 21 (O): -0.049, atom 22 (H): 0.010, atom 23 (H): 0.030, atom 24 (O): -0.013, atom 25 (H): 0.032, atom 26 (H): 0.060, atom 27 (O): -0.051, atom 28 (H): 0.049, atom 29 (H): 0.083, atom 30 (O): 0.001, atom 31 (H): 0.019, atom 32 (H): 0.016, atom 33 (O): -0.038, atom 34 (H): 0.024, atom 35 (H): 0.051, atom 36 (O): -0.047, atom 37 (H): 0.056, atom 38 (H): -0.023, atom 39 (O): -0.032, atom 40 (H): 0.036, atom 41 (H): 0.035, atom 42 (O): -0.039, atom 43 (H): -0.006, atom 44 (H): 0.025

---

Across the entries above, highest occupied orbital energy takes the values -0.1366 -0.4854 hartree, respectively.
Across the entries above, LUMO energy takes the values 0.088 -0.123 Eh, respectively.